Entry 1:
{"formula": "C12H16ClN3OS", "method": "wB97M-V/def2-TZVPD", "elements": ["S", "C", "N", "H", "C", "C", "C", "C", "C", "C", "C", "H", "H", "Cl", "H", "H", "H", "H", "N", "N", "C", "H", "C", "H", "O", "C", "H", "C", "H", "H", "H", "H", "H", "H"], "xyz": [[-0.208, -3.132, -1.180], [-0.439, -1.823, -0.332], [0.265, -1.356, 0.731], [-0.099, -0.591, 1.140], [1.410, -2.193, 0.965], [2.462, -1.229, 0.691], [2.772, -1.262, -0.541], [3.840, -0.283, -1.299], [4.471, 0.554, -0.383], [4.235, 0.490, 1.049], [3.130, -0.098, 1.531], [2.828, -0.198, 2.460], [4.743, 1.004, 1.626], [5.801, 1.658, -0.827], [4.120, -0.319, -2.349], [2.271, -1.820, -1.266], [1.457, -2.298, 2.256], [1.399, -3.053, 0.722], [-1.587, -0.959, -0.678], [-1.945, 0.215, 0.116], [-1.741, 1.276, -1.017], [-2.186, 1.136, -1.778], [-2.417, 2.636, -0.353], [-2.111, 2.806, 0.775], [-3.818, 2.532, -0.638], [-4.153, 1.050, -0.185], [-5.187, 0.900, 0.339], [-3.186, 0.407, 0.625], [-3.662, -0.805, 0.950], [-3.051, 0.703, 1.694], [-4.383, 0.633, -1.191], [-2.239, 3.351, -1.185], [-0.588, 1.505, -0.974], [-2.204, -1.436, -1.494]], "max_force_ha_per_bohr": 0.349, "mol_weight_g_mol": 285.8, "gap_ev": 9.0406, "e_homo_ev": -8.61, "e_above_lowest_kj_mol": 0.0}

Entry 2:
{"formula": "C5H4N2O", "method": "wB97M-V/def2-TZVPD", "elements": ["C", "C", "C", "C", "C", "H", "H", "H", "H", "N", "N", "O"], "xyz": [[-0.405, 0.557, 0.716], [-0.365, 1.443, -1.177], [0.047, -0.398, -0.135], [0.645, -1.688, -0.172], [1.312, -2.745, -0.031], [-0.523, 1.474, 2.354], [-0.470, 2.364, -1.872], [0.425, -0.048, -2.325], [1.745, -3.749, -0.291], [-0.700, 1.666, 0.061], [0.224, 0.294, -1.405], [-0.657, 0.402, 2.043]], "smiles": "C#Cc1[nH]cnc1O", "max_force_ha_per_bohr": 0.101, "mol_weight_g_mol": 108.1, "gap_ev": 9.0585, "e_homo_ev": -8.28, "e_above_lowest_kj_mol": 242.2}

Entry 3:
{"formula": "C34H45N7O5S2SeY", "method": "wB97M-V/def2-TZVPD", "elements": ["Y", "S", "C", "N", "C", "C", "N", "C", "C", "C", "C", "C", "C", "C", "C", "S", "C", "C", "C", "C", "C", "C", "C", "H", "H", "H", "H", "H", "H", "H", "H", "H", "H", "H", "H", "H", "H", "H", "H", "H", "H", "C", "O", "C", "C", "H", "H", "H", "H", "H", "H", "O", "C", "N", "Se", "C", "C", "C", "N", "C", "C", "H", "H", "H", "H", "C", "N", "C", "C", "O", "N", "C", "C", "H", "H", "H", "H", "H", "H", "H", "H", "H", "H", "H", "H", "N", "C", "C", "O", "O", "H", "H", "H", "H", "H"], "xyz": [[0.763, 1.260, -0.616], [-0.694, 0.912, 1.861], [-0.668, -0.823, 1.114], [-0.730, -1.916, 2.119], [-1.946, -2.696, 2.141], [-3.141, -1.783, 2.070], [-3.095, -1.068, 0.799], [-4.367, -0.901, 0.110], [-4.852, -2.183, -0.522], [-5.934, -2.871, 0.012], [-6.370, -4.068, -0.548], [-5.717, -4.590, -1.655], [-4.627, -3.909, -2.195], [-4.198, -2.714, -1.635], [-1.944, -0.612, 0.312], [-1.900, 0.205, -1.200], [-0.056, -1.695, 3.391], [-0.936, -1.580, 4.628], [-1.054, -2.663, 5.497], [-1.840, -2.597, 6.644], [-2.525, -1.428, 6.946], [-2.412, -0.335, 6.091], [-1.629, -0.410, 4.946], [-1.985, -3.304, 3.044], [-1.988, -3.381, 1.286], [-3.108, -1.062, 2.890], [-4.083, -2.331, 2.118], [-4.239, -0.120, -0.633], [-5.104, -0.557, 0.842], [-6.450, -2.460, 0.875], [-7.217, -4.590, -0.118], [-6.049, -5.524, -2.094], [-4.110, -4.311, -3.058], [-3.343, -2.183, -2.047], [0.526, -0.783, 3.280], [0.651, -2.510, 3.581], [-0.514, -3.577, 5.266], [-1.918, -3.458, 7.298], [-3.140, -1.366, 7.837], [-2.941, 0.585, 6.319], [-1.548, 0.436, 4.270], [2.233, -2.253, 1.407], [1.777, -0.985, 0.973], [0.543, -0.928, 0.166], [0.429, -2.170, -0.705], [2.780, -2.774, 0.614], [1.421, -2.900, 1.733], [2.917, -2.089, 2.242], [0.223, -3.088, -0.131], [1.341, -2.333, -1.282], [-0.364, -2.041, -1.440], [2.107, 4.984, 1.891], [1.793, 3.994, 1.272], [1.440, 3.063, 0.633], [1.553, 0.290, -3.215], [0.587, 0.867, -4.737], [-0.374, 0.063, -5.350], [-1.042, 0.518, -6.478], [-0.838, 1.711, -7.048], [0.077, 2.482, -6.450], [0.797, 2.116, -5.322], [-0.603, -0.912, -4.938], [-1.790, -0.114, -6.948], [0.244, 3.458, -6.897], [1.516, 2.800, -4.888], [4.195, -1.120, -1.214], [4.999, 0.086, -1.335], [6.179, -0.048, -2.171], [4.409, 1.280, -1.076], [3.206, 1.389, -0.857], [5.212, 2.413, -1.131], [6.413, 2.427, -0.301], [4.487, 3.679, -1.093], [4.833, -1.933, -0.859], [3.759, -1.390, -2.180], [3.393, -0.961, -0.501], [5.923, -0.638, -3.055], [6.985, -0.565, -1.639], [6.533, 0.924, -2.499], [6.860, 1.440, -0.248], [6.178, 2.752, 0.719], [7.149, 3.114, -0.720], [3.607, 3.629, -1.727], [5.151, 4.461, -1.465], [4.166, 3.938, -0.080], [-0.821, 5.762, 0.691], [-0.350, 5.524, -0.670], [-0.492, 4.074, -1.045], [-1.346, 3.362, -0.329], [0.108, 3.542, -1.955], [-1.045, 6.738, 0.830], [-0.076, 5.548, 1.350], [-1.656, 3.905, 0.424], [0.686, 5.806, -0.853], [-0.978, 6.064, -1.382]], "max_force_ha_per_bohr": 0.020, "mol_weight_g_mol": 863.8, "gap_ev": 6.8188, "e_homo_ev": -4.31, "charge": -1, "e_above_lowest_kj_mol": 56.1}